This record from the OMol25 dataset describes a molecular structure, C26H20BeGeNO4 at a distorted geometry. The level of theory is ωB97M-V/def2-TZVPD.

## Properties
Frontier orbital gap (spin up / spin down) ... 4.55 / 5.37 eV
ΔE to the lowest compared entry with this formula, charge and spin ... 0.0 kJ/mol
Charge ... -1
HOMO (spin up / spin down) ... -2.05 / -2.54 eV

Cartesian coordinates (Å):
Ge  9.879  8.890  10.294
O  12.401  12.432  10.776
O  6.458  14.197  11.182
O  7.910  12.417  10.797
O  13.580  14.349  10.733
N  9.947  13.855  10.957
C  12.647  8.405  11.107
C  10.103  10.731  10.248
C  8.218  8.326  11.183
C  12.406  13.645  10.849
C  6.927  8.435  13.246
C  7.119  7.707  10.574
C  13.431  6.904  12.854
C  9.455  7.210  7.811
C  11.521  8.491  6.445
C  8.788  15.920  11.390
C  11.309  8.054  11.364
C  11.064  7.145  12.392
C  11.226  15.829  11.282
C  12.100  6.580  13.134
C  9.742  6.879  6.491
C  8.101  8.678  12.539
C  8.748  14.534  11.123
C  11.213  8.854  7.757
C  5.943  7.467  11.279
C  13.690  7.823  11.829
C  11.151  14.480  11.024
C  10.010  16.547  11.462
C  10.787  7.495  5.795
C  5.833  7.831  12.635
C  7.689  13.643  11.020
C  10.178  8.217  8.466
Be  9.620  12.260  10.629
H  11.744  9.683  8.232
H  7.157  7.436  9.519
H  12.169  16.347  11.383
H  8.673  6.649  8.307
H  8.948  9.158  13.023
H  10.075  17.607  11.657
H  6.870  8.726  14.292
H  13.443  15.330  10.609
H  14.713  8.073  11.591
H  5.677  13.580  11.107
H  11.866  5.871  13.914
H  10.045  6.822  12.605
H  11.003  7.217  4.766
H  9.148  6.115  5.995
H  14.239  6.435  13.402
H  5.087  6.988  10.798
H  4.909  7.651  13.186
H  12.339  8.986  5.928
H  12.848  9.183  10.374
H  7.841  16.426  11.526

These are the Mulliken partial charges, in e, on atoms 1 to 6: 1.95, -0.46, -0.51, -0.42, -0.53, 0.17

This record from the OMol25 dataset describes a molecular structure, C26H20BrF4N2PReS2 at a distorted geometry. The level of theory is ωB97M-V/def2-TZVPD.

## Properties
Frontier orbital gap (spin up / spin down) ... 6.59 / 4.66 eV
Spin multiplicity ... 2
ΔE to the lowest compared entry with this formula, charge and spin ... 16.1 kJ/mol
Charge ... +4
HOMO (spin up / spin down) ... -20.04 / -20.01 eV

Cartesian coordinates (Å):
Re  0.792  0.044  -0.114
Br  3.219  0.181  0.212
S  -0.482  1.867  -0.330
S  0.928  1.104  -2.805
P  0.663  -0.014  2.241
F  4.128  -0.677  6.073
F  6.175  -0.336  4.425
F  1.610  -0.595  5.141
F  5.797  0.039  1.778
N  -1.270  2.397  -2.930
N  -0.213  -1.668  -0.555
C  1.402  3.849  3.285
C  -2.628  -1.787  3.785
C  -1.313  -2.143  0.087
C  0.296  -2.385  -1.601
C  -0.425  1.907  -2.093
C  -0.879  -3.451  3.698
C  -0.431  -1.194  3.007
C  0.006  -2.508  3.197
C  0.052  1.064  -4.431
C  -1.919  -3.317  -0.295
C  3.465  -0.074  2.096
C  1.334  2.657  2.613
C  0.591  1.563  3.153
C  -0.893  2.267  -4.363
C  -1.375  -4.060  -1.338
C  4.767  -0.094  2.564
C  0.036  2.890  5.081
C  0.748  3.970  4.521
C  -0.242  -3.583  -1.996
C  -2.189  -3.091  3.995
C  3.898  -0.484  4.815
C  -0.025  1.687  4.419
C  2.589  -0.438  4.296
C  2.354  -0.258  2.917
C  4.975  -0.303  3.950
C  -1.752  -0.833  3.287
H  1.170  -1.979  -2.099
H  0.214  -4.131  -2.809
H  -2.871  -3.827  4.402
H  0.800  1.164  -5.216
H  -1.698  -1.550  0.902
H  -0.456  3.013  6.037
H  -2.805  -3.650  0.227
H  -0.539  -4.463  3.873
H  1.028  -2.801  2.980
H  1.849  2.551  1.666
H  -2.102  0.183  3.138
H  -2.099  2.918  -2.651
H  -0.550  0.854  4.863
H  1.956  4.685  2.880
H  -0.417  3.199  -4.672
H  -3.646  -1.512  4.028
H  -1.788  2.107  -4.963
H  0.800  4.906  5.066
H  -0.471  0.116  -4.533
H  -1.828  -4.997  -1.638

These are the Mulliken partial charges, in e, on atoms 1 to 6: 0.23, -0.03, -0.17, 0.00, 1.68, -0.20

This record from the OMol25 dataset describes a molecular structure, C26H20Cl3GeN6OV at a distorted geometry. The level of theory is ωB97M-V/def2-TZVPD.

## Properties
Frontier orbital gap (spin up / spin down) ... 5.13 / 5.10 eV
Charge ... +2
HOMO (spin up / spin down) ... -13.72 / -13.72 eV

Cartesian coordinates (Å):
Ge  3.149  -1.129  -0.481
V  0.748  0.081  0.044
Cl  3.738  -1.281  -2.542
Cl  2.312  1.217  -0.781
Cl  4.959  -0.452  0.468
O  -0.214  -0.838  0.931
N  2.023  -0.163  2.210
N  0.237  1.621  1.433
N  0.210  -1.588  -1.395
N  -0.801  -3.385  -2.111
N  0.783  1.796  2.539
N  -0.597  1.147  -0.915
C  -1.191  -2.187  2.639
C  0.245  2.758  -4.139
C  2.590  1.331  4.006
C  -1.527  3.277  1.923
C  -1.250  0.592  -3.229
C  -0.855  -1.940  1.312
C  -1.116  -2.878  0.299
C  -2.578  3.981  1.404
C  0.159  2.497  -2.785
C  3.529  0.429  4.472
C  -2.375  2.835  -0.727
C  -1.814  -3.375  2.966
C  -2.986  3.768  0.072
C  3.638  -0.804  3.846
C  -1.180  0.876  -4.585
C  -0.089  -2.894  -3.170
C  -0.891  2.320  1.112
C  -0.603  -2.594  -1.036
C  -1.762  -4.059  0.654
C  -0.544  1.377  -2.324
C  -2.107  -4.303  1.972
C  -1.316  2.068  -0.207
C  -0.409  1.932  -5.046
C  0.535  -1.776  -2.713
C  1.836  0.988  2.887
C  2.879  -1.047  2.712
H  -2.073  -3.579  3.995
H  -0.337  2.132  -6.106
H  -1.900  -0.193  -2.865
H  0.630  3.157  -2.066
H  -2.698  2.669  -1.745
H  -0.961  -1.436  3.384
H  1.188  -1.109  -3.242
H  4.148  0.672  5.324
H  -1.737  0.269  -5.287
H  -3.802  4.356  -0.328
H  -1.170  3.432  2.932
H  -1.375  -4.211  -2.136
H  -2.599  -5.231  2.231
H  2.956  -1.997  2.197
H  4.300  -1.570  4.225
H  0.813  3.611  -4.485
H  -0.082  -3.363  -4.138
H  -1.987  -4.805  -0.097
H  2.421  2.289  4.478
H  -3.098  4.707  2.013

These are the Mulliken partial charges, in e, on atoms 1 to 6: 0.66, -0.12, -0.24, -0.27, -0.22, 0.50